P | The following is a DFT calculation (the ωB97M-V functional and the def2-TZVPD basis) of an isolated ion of composition C5H7N2O and charge +1.

Summary:
Charge: +1
Orbital gap (eV): 10.249
Structure (SMILES): C=C=[NH+][C@@H](C)N=C=O
HOMO energy (eV): -14.95

Element x y z (Å)
C1 0.50632 -1.39927 0.25527
C2 -2.17918 0.29222 0.18958
C3 0.01413 -2.43067 -0.36752
C4 0.13444 0.80953 0.61335
C5 0.63741 1.72038 -0.45893
N1 -1.00284 0.13383 0.32383
N2 1.07036 -0.32770 0.69094
O1 -3.30717 0.35072 -0.02329
H1 -0.59587 -3.29360 -0.13292
H2 0.27814 -2.51965 -1.44446
H3 0.10310 1.38481 1.53246
H4 1.74063 1.79119 -0.50056
H5 0.23364 2.71810 -0.41141
H6 0.36042 1.17794 -1.33331
H7 2.00649 -0.40783 1.06698

Mulliken charges, unit e, in atom order:
1. C 0.54
2. C 0.50
3. C -0.68
4. C 0.33
5. C -1.38
6. N -0.24
7. N -0.04
8. O -0.34
9. H 0.33
10. H 0.27
11. H 0.35
12. H 0.35
13. H 0.39
14. H 0.39
15. H 0.25

Q | The following is a DFT calculation (the ωB97M-V functional and the def2-TZVPD basis) of a 2-piece molecular cluster, C5H7N2O overall.

Summary:
Charge: +1
Orbital gap (eV): 10.842
HOMO energy (eV): -15.39

Element x y z (Å)
C1 1.66213 -0.22943 2.18583
C2 -0.27767 -1.60138 0.13240
C3 -0.10462 1.49125 -0.97178
C4 -0.03007 -3.01119 0.40961
C5 -0.51261 2.90503 -1.09265
N1 -0.50787 -0.58277 -0.31771
N2 -0.86431 0.63738 -0.45212
O1 1.38012 -0.45377 3.26630
H1 0.98200 1.41051 -1.15823
H2 -0.99159 -3.33718 0.86521
H3 -0.06328 -3.35935 -0.65161
H4 0.74062 -3.41592 1.04600
H5 0.35805 3.35354 -0.47889
H6 -1.46143 3.03156 -0.71658
H7 -0.30947 3.16171 -2.06577

Mulliken charges, unit e, in atom order:
1. C 0.14
2. C 0.39
3. C 0.17
4. C -0.81
5. C -0.93
6. N 0.74
7. N -0.85
8. O -0.15
9. H 0.36
10. H 0.32
11. H 0.28
12. H 0.37
13. H 0.28
14. H 0.32
15. H 0.37

List of relative energies, unit kcal/mol: P 0.0; Q 14.9

P | The following is a DFT calculation (the ωB97M-V functional and the def2-TZVPD basis) of an isolated molecule of C16H18N2O3S.

Summary:
Orbital gap (eV): 9.052
Structure (SMILES): CCOC(=O)Cc1csc(NC(=O)CCc2ccccc2)n1
HOMO energy (eV): -8.40

Element x y z (Å)
C1 -6.89996 -0.74371 -0.48623
C2 -5.52004 -1.18763 -0.02267
H1 -5.29458 -2.19912 -0.36675
H2 -5.45432 -1.14001 1.06922
O1 -4.49278 -0.36774 -0.58376
C3 -4.21870 0.77803 0.03717
O2 -4.77920 1.16969 1.02569
C4 -3.06816 1.49956 -0.64390
C5 -1.82700 1.19125 0.13574
C6 -1.35116 1.89082 1.19972
S1 0.08208 1.16356 1.83518
C7 -0.08839 -0.04863 0.59882
N1 -1.09838 0.08733 -0.19168
N2 0.82393 -1.06512 0.47779
C8 1.93609 -1.13685 1.26994
O3 2.10746 -0.35963 2.18181
C9 2.90796 -2.22554 0.87729
H3 2.40432 -3.19402 0.86425
C10 3.51096 -1.91342 -0.50585
C11 3.96199 -0.47758 -0.54944
C12 5.14444 -0.09655 0.07074
C13 5.52902 1.23133 0.09739
C14 4.73237 2.19671 -0.49389
C15 3.55551 1.82580 -1.11979
C16 3.17395 0.49621 -1.14823
H4 2.25300 0.21707 -1.64204
H5 2.92866 2.57288 -1.58412
H6 5.02784 3.23490 -0.46671
H7 6.44994 1.51430 0.58548
H8 5.76672 -0.84658 0.53787
H9 2.77052 -2.09247 -1.28839
H10 4.35531 -2.58320 -0.67986
H11 3.69664 -2.24576 1.62940
H12 0.66929 -1.71542 -0.27901
H13 -1.76092 2.77693 1.63764
H14 -3.26341 2.57085 -0.62765
H15 -2.96099 1.12911 -1.66141
H16 -7.65206 -1.42306 -0.09553
H17 -6.95007 -0.74351 -1.57246
H18 -7.10790 0.25922 -0.12180

Mulliken charges, unit e, in atom order:
1. C -1.10
2. C -0.24
3. H 0.31
4. H 0.32
5. O -0.34
6. C 0.62
7. O -0.59
8. C -0.73
9. C 0.30
10. C -0.45
11. S -0.07
12. C 0.45
13. N -0.62
14. N -0.04
15. C 0.60
16. O -0.66
17. C -0.88
18. H 0.37
19. C -1.20
20. C 0.61
21. C -0.26
22. C -0.65
23. C -0.37
24. C -0.75
25. C -0.08
26. H 0.33
27. H 0.39
28. H 0.39
29. H 0.38
30. H 0.38
31. H 0.45
32. H 0.42
33. H 0.39
34. H 0.29
35. H 0.44
36. H 0.36
37. H 0.25
38. H 0.37
39. H 0.30
40. H 0.31

Q | The following is a DFT calculation (the ωB97M-V functional and the def2-TZVPD basis) of a 2-piece molecular cluster, C16H18N2O3S overall.

Summary:
Orbital gap (eV): 8.661
HOMO energy (eV): -8.53

Element x y z (Å)
C1 -5.58447 -0.39796 -0.30838
C2 -4.11812 -0.44413 0.25980
O1 -3.90511 0.03437 1.36334
N1 -3.25620 -0.97453 -0.60000
C3 -1.92048 -1.27181 -0.49561
C4 -1.43351 -1.02887 0.97298
C5 -0.10067 -1.19038 1.24200
C6 0.76475 -1.30963 -0.14233
C7 0.18036 -1.49805 -1.36520
C8 -1.09414 -1.46130 -1.44128
H1 -1.63424 -1.36193 -2.38875
H2 0.78452 -1.65175 -2.19820
S1 2.58874 -1.51135 0.05202
O2 3.17231 -1.51256 -1.07722
O3 2.92252 -2.14886 1.16481
N2 2.88852 0.20003 0.69806
H3 2.79325 0.27239 1.59054
C9 2.57353 1.22508 -0.28717
C10 1.26511 1.80505 -0.32399
C11 0.59705 2.13893 1.07894
C12 -0.75220 2.44164 0.97867
C13 -1.64220 2.51451 0.10911
C14 -1.00382 2.15984 -1.21429
C15 0.27163 1.73782 -1.20187
H4 0.73780 1.56207 -2.57449
H5 -1.54343 2.05288 -2.15880
H6 -2.55532 2.50238 0.04025
H7 -1.07246 2.90210 1.99424
H8 1.17659 2.08397 1.95158
C16 3.57764 2.43825 -0.10847
H9 3.35165 3.33611 -0.99206
H10 3.36030 2.90104 0.67231
H11 4.60766 2.19318 -0.24021
H12 2.76947 0.70354 -1.37284
H13 0.41221 -1.02123 2.05061
H14 -1.96734 -0.50921 1.80088
H15 -3.58063 -1.16812 -1.68375
H16 -5.61403 0.25884 -1.00876
H17 -5.95436 -1.35611 -0.67458
H18 -6.47552 0.12520 0.40790

Mulliken charges, unit e, in atom order:
1. C -1.38
2. C 0.69
3. O -0.59
4. N -0.10
5. C 0.68
6. C -0.06
7. C -1.26
8. C 0.00
9. C -0.63
10. C -0.38
11. H 0.14
12. H 0.59
13. S 1.17
14. O -0.52
15. O -0.65
16. N -0.42
17. H 0.22
18. C 0.17
19. C 0.60
20. C -0.47
21. C -0.43
22. C -0.81
23. C -0.59
24. C -0.26
25. H 0.08
26. H 0.38
27. H 0.86
28. H 0.09
29. H 0.62
30. C -1.73
31. H 0.24
32. H 0.55
33. H 0.44
34. H 0.37
35. H 0.64
36. H 0.31
37. H 0.34
38. H 0.49
39. H 0.37
40. H 0.26

List of relative energies, unit kcal/mol: P 0.0; Q 327.1

P | The following is a DFT calculation (the ωB97M-V functional and the def2-TZVPD basis) of an isolated molecule of C2H3NOS3.

Summary:
Orbital gap (eV): 8.386
Structure (SMILES): NC(=O)C1(S)SS1
HOMO energy (eV): -8.42

Element x y z (Å)
C1 -0.85708 0.46915 0.46844
C2 0.72324 0.12144 0.03728
N1 -1.62947 -0.50589 -0.02602
O1 -1.13821 1.42252 1.11821
S1 1.88047 1.15594 0.94557
S2 1.56640 -0.84622 1.30988
S3 1.00717 -0.18114 -1.70167
H1 -1.23015 -1.24202 -0.58270
H2 -2.63195 -0.47932 0.08078
H3 2.30957 0.08554 -1.64978

Mulliken charges, unit e, in atom order:
1. C 0.59
2. C 0.12
3. N -0.35
4. O -0.52
5. S -0.10
6. S -0.11
7. S -0.21
8. H 0.17
9. H 0.24
10. H 0.16

Q | The following is a DFT calculation (the ωB97M-V functional and the def2-TZVPD basis) of an isolated molecule of C2H3NOS3.

Summary:
Orbital gap (eV): 8.432
Structure (SMILES): O=C(S)C(=S)NS
HOMO energy (eV): -9.14

Element x y z (Å)
C1 -0.06180 0.68029 0.06548
C2 -0.57548 -0.73215 0.39912
H1 3.34270 -0.09848 1.14761
H2 1.46049 1.59138 -0.58241
H3 -2.45462 0.07268 -0.87328
N1 1.22030 0.72045 -0.21981
O1 0.09097 -1.53473 1.05544
S1 2.60897 -0.40751 -0.33983
S2 -1.00899 1.96930 0.19303
S3 -2.08716 -1.18802 -0.43973

Mulliken charges, unit e, in atom order:
1. C 0.27
2. C 0.52
3. H 0.19
4. H 0.25
5. H 0.18
6. N -0.32
7. O -0.49
8. S -0.11
9. S -0.30
10. S -0.19

List of relative energies, unit kcal/mol: P 0.0; Q 37.9

P | The following is a DFT calculation (the ωB97M-V functional and the def2-TZVPD basis) of C9H8N2O2 as an isolated structure.

Summary:
Orbital gap (eV): 8.799
HOMO energy (eV): -9.21

Element x y z (Å)
C1 -2.34824 -0.50003 -0.11284
C2 -1.27743 1.31186 -0.16643
C3 -0.55217 0.37179 0.76568
C4 0.92234 0.07331 0.46528
C5 1.93065 1.00153 0.36408
C6 3.16135 0.61611 -0.00963
C7 3.42090 -0.51663 -0.35391
C8 2.41507 -1.60713 -0.44527
C9 1.17386 -1.27794 0.07208
H1 -4.13206 -1.28461 -0.79003
H2 -2.99464 -2.44266 -1.00834
H3 -0.94440 0.89633 1.93988
H4 1.55557 2.28697 0.55447
H5 3.76942 1.18662 -0.41980
H6 4.36156 -1.04685 -0.45207
H7 2.69860 -2.75893 -0.93745
H8 0.27147 -1.96798 0.26793
N1 -3.33551 -1.48621 -0.14325
N2 -2.23112 0.58782 -0.72805
O1 -0.85529 2.44747 -0.51989
O2 -1.48186 -0.62464 0.95368

Mulliken charges, unit e, in atom order:
1. C 0.44
2. C 0.63
3. C 0.11
4. C 0.19
5. C 0.31
6. C -0.95
7. C -0.11
8. C -0.37
9. C -0.48
10. H 0.36
11. H 0.38
12. H 0.23
13. H 0.12
14. H 0.49
15. H 0.37
16. H 0.19
17. H 0.27
18. N -0.65
19. N -0.55
20. O -0.61
21. O -0.38

Q | The following is a DFT calculation (the ωB97M-V functional and the def2-TZVPD basis) of a 2-piece molecular cluster, C9H8N2O2 overall.

Summary:
Orbital gap (spin up / spin down) (eV): 8.001 / 7.999
HOMO energy (spin up / spin down) (eV): -7.83 / -7.83

Element x y z (Å)
C1 -2.09180 1.90557 -0.38137
C2 -1.86060 1.87979 0.97963
C3 -1.45607 0.96578 -1.23187
C4 -1.02029 0.86840 1.55114
C5 -0.55820 0.05370 -0.74348
C6 -0.45494 0.07000 0.67605
C7 0.10264 -0.99197 -1.41609
C8 2.51747 1.01760 -1.57237
C9 1.28146 -2.53752 1.56420
N1 0.89140 -1.70917 -0.73218
N2 1.05713 -1.59684 0.49650
O1 3.01652 0.64720 -2.54829
O2 2.11167 1.44602 -0.61049
H1 -2.66923 2.67432 -0.91619
H2 -2.41166 2.63761 1.52830
H3 -1.82062 1.06274 -2.23065
H4 -0.85371 0.88737 2.56323
H5 0.10157 -1.04810 -2.53623
H6 0.77442 -3.48223 1.60638
H7 2.37979 -2.76625 1.47372
H8 0.96301 -1.98401 2.48009

Mulliken charges, unit e, in atom order:
1. C -0.50
2. C -0.28
3. C -0.47
4. C -1.03
5. C 0.81
6. C 0.61
7. C -0.85
8. C 0.73
9. C -0.77
10. N -0.44
11. N 0.17
12. O -0.41
13. O -0.31
14. H 0.32
15. H 0.35
16. H 0.38
17. H 0.51
18. H 0.35
19. H 0.32
20. H 0.27
21. H 0.24

List of relative energies, unit kcal/mol: P 64.9; Q 0.0